<1>
Molecular formula: C5H6N2O2S
Method: DFT, the ωB97M-V functional and the def2-TZVPD basis

Last column: Löwdin charge in e.
Positions of all 16 atoms, in Å:
S 0.2338 1.4837 -0.4283  0.71
O 0.9506 1.6780 -1.6628  -0.33
O -0.1619 2.5837 0.3944  -0.30
N -0.8036 -1.0868 1.0188  0.03
N 0.3310 -0.4555 1.4727  -0.07
C -1.3237 0.5991 -0.8181  -0.13
C 2.4050 0.1086 0.3429  0.07
C 1.1308 0.2577 0.6110  -0.42
C -1.3869 -0.4854 -0.0531  -0.30
C -2.0111 -0.6726 -1.3539  -0.03
H 0.2297 -0.1834 2.5641  0.22
H -1.5849 -1.4272 -2.1258  0.13
H -0.7788 -2.0757 1.2468  0.16
H 3.0464 -0.6330 0.8397  0.08
H -3.0414 -0.5054 -1.4911  0.06
H 2.7651 0.8141 -0.5572  0.12

**LUMO energy**: 0.459 eV

=====

<2>
Molecular formula: C5H6N2O2S
Method: DFT, the ωB97M-V functional and the def2-TZVPD basis

Last column: Löwdin charge in e.
Positions of all 16 atoms, in Å:
S 2.2390 -1.3276 -0.3506  1.03
O -1.9537 0.9713 0.1986  0.09
O -0.3695 2.4385 -0.5126  0.07
N 2.1980 1.2825 -1.0822  0.08
N 0.9139 -2.0366 0.3585  -0.26
C 0.2533 0.2020 0.0052  -0.13
C -0.0129 -1.1601 0.4334  -0.45
C -0.7052 1.3089 -0.1678  -0.46
C 1.5352 0.2205 -0.4834  -0.57
C -1.3851 -1.7015 0.8219  -0.04
H 1.7369 2.2704 -1.0948  0.15
H -1.5984 -1.1544 1.8033  0.10
H -1.4036 -2.8765 0.8333  0.12
H -2.1137 -1.3085 0.1410  0.05
H -2.4551 1.7414 0.5231  0.14
H 3.1207 1.1297 -1.4269  0.08

**LUMO energy**: 0.628 eV

=====

It turns out <2> is the most stable, with the second structure 642.9 kJ/mol higher.